# 1
Molecular formula: C24H72O32P8
Method: DFT, ωB97M-V/def2-TZVPD

- maximum force (eV Å⁻¹) = 5.035
- LUMO energy (eV) = 0.3
- structure (SMILES) = COP(=O)(OC)OC.COP(=O)(OC)OC.COP(=O)(OC)OC.COP(=O)(OC)OC.COP(=O)(OC)OC.COP(=O)(OC)OC.COP(=O)(OC)OC.COP(=O)(OC)OC
- energy relative to the best compared isomer or geometry (same formula, charge and spin) (kcal/mol) = 81.07

```
136
Properties=species:S:1:pos:R:3:forces:R:3
C -0.639319 3.001836 -1.443740 -0.99 0.72 -0.37
O 0.487224 2.162700 -1.319293 0.28 -2.51 0.28
P 0.235993 0.519833 -1.277720 0.18 0.85 1.14
O -0.825872 0.003391 -2.159339 1.10 0.25 0.10
O 1.718703 -0.140107 -1.393715 -1.76 0.79 -1.42
C 2.761698 0.558472 -0.748135 1.02 0.41 1.23
O -0.106970 0.275350 0.285493 -0.15 3.29 -2.85
C -0.192166 -1.021131 0.692623 0.86 -2.04 2.73
H -0.536624 3.623612 -2.333095 0.01 -0.26 -0.26
H -0.755240 3.726552 -0.637852 0.48 -0.29 0.47
H -1.576713 2.448196 -1.497336 0.06 -0.13 -0.17
H 3.714489 0.030197 -0.782879 -0.39 -0.67 -0.16
H 2.472448 0.646451 0.299099 0.30 0.34 0.09
H 3.015603 1.531437 -1.168813 -0.63 0.12 -0.15
H -0.900938 -1.054325 1.520058 -0.44 -0.33 -0.49
H 0.758329 -1.167438 1.205702 0.26 -0.87 0.02
H -0.329768 -1.822971 -0.032790 -0.32 0.31 -0.28
C 2.976199 9.384599 -0.102105 -0.30 -0.45 -0.33
O 3.644863 8.169537 0.348419 -0.82 -1.09 0.03
P 2.890723 6.737312 0.526763 1.07 -0.85 -0.65
O 3.655332 5.624627 1.172136 -0.67 1.90 -0.77
O 2.375516 6.305278 -0.963307 0.48 0.13 0.59
C 2.485510 4.922667 -1.398314 0.32 0.39 0.35
O 1.531976 7.101651 1.237777 1.27 2.53 -0.27
C 0.785542 6.067731 1.750192 -1.43 -1.55 0.23
H 3.558214 9.930842 -0.844388 0.53 -0.49 0.09
H 2.819033 10.078114 0.723997 -0.19 -0.42 0.16
H 2.054573 9.108249 -0.614299 -0.19 0.19 0.32
H 3.314591 4.814253 -2.097572 -0.04 0.19 -0.09
H 1.551085 4.645724 -1.886419 0.08 0.08 0.14
H 2.708410 4.290959 -0.538459 -0.23 -0.08 -0.07
H 0.615215 5.385351 0.917460 0.06 -0.78 0.26
H -0.219193 6.400636 2.010574 0.22 0.40 0.25
H 1.267786 5.617052 2.617615 -0.16 -0.23 -0.18
C -1.163953 -7.175673 0.109781 -1.16 0.00 -0.61
O -0.412903 -6.032855 0.539284 1.48 0.98 -0.64
P 0.595119 -5.286372 -0.496162 0.30 0.30 0.70
O 1.476659 -6.208742 -1.274980 -1.42 1.57 0.60
O 1.396387 -4.170403 0.424367 -0.88 -1.88 -0.36
C 2.436859 -3.418396 -0.186521 0.90 0.59 -0.43
O -0.437787 -4.270872 -1.242286 1.23 -1.71 0.68
C -0.115839 -3.798453 -2.541798 -1.11 0.18 -0.67
H -1.164373 -7.962821 0.863764 0.48 0.19 -0.01
H -0.918433 -7.562242 -0.879353 0.81 -0.02 0.19
H -2.200735 -6.877016 -0.045112 -0.11 0.32 0.31
H 2.664192 -3.655942 -1.225748 -0.56 -0.32 -0.18
H 3.406324 -3.550953 0.293746 -0.25 -0.28 0.56
H 2.209609 -2.353338 -0.140779 -0.25 -0.10 0.09
H 0.272028 -2.781645 -2.480533 0.10 -0.05 -0.13
H -1.100049 -3.809662 -3.010113 0.14 0.44 -0.46
H 0.512198 -4.459490 -3.139045 0.29 -0.05 0.40
C -3.454004 -2.291130 -1.327972 1.47 1.33 -0.80
O -4.569329 -2.813793 -2.045624 -0.05 -0.80 0.29
P -4.837882 -4.369473 -1.819118 -1.89 0.23 -0.60
O -3.637754 -5.180491 -1.559206 -0.96 0.22 0.15
O -5.973834 -4.322869 -0.638807 1.01 -0.69 -1.60
C -7.074074 -3.388054 -0.684917 0.37 0.32 -0.05
O -5.684848 -4.747422 -3.192504 1.07 1.05 2.72
C -4.924421 -4.976920 -4.357580 0.29 -1.15 -1.29
H -2.849174 -2.984002 -0.742991 -0.60 -0.32 0.15
H -3.715822 -1.395927 -0.763909 -0.38 -0.27 0.20
H -2.774839 -1.933535 -2.101905 0.19 0.14 0.06
H -7.417388 -3.095564 -1.677228 0.10 -0.67 -0.28
H -6.732153 -2.439110 -0.271772 -0.13 -0.12 0.51
H -7.881146 -3.854919 -0.120310 0.12 0.28 -0.01
H -3.835424 -4.943039 -4.325454 0.06 0.37 0.91
H -5.203361 -4.312341 -5.175278 -0.40 0.03 0.21
H -5.129056 -6.017111 -4.611022 -0.12 0.08 -0.47
C -4.529084 -1.628389 2.393266 -0.82 -0.28 -0.61
O -3.157278 -1.899984 2.414907 2.48 -0.49 0.77
P -2.529988 -2.848047 3.575862 0.34 -0.83 -0.91
O -2.676221 -2.343635 4.950538 -0.24 -0.67 -0.79
O -3.207094 -4.325393 3.270529 0.76 3.38 2.66
C -3.119707 -4.955434 2.048022 -0.20 -1.33 -1.32
O -0.981572 -2.991234 3.084053 -2.24 1.13 -0.59
C -0.006418 -3.418932 4.006615 0.35 -1.46 0.67
H -5.005778 -2.339523 3.067916 -0.67 0.35 -0.18
H -4.821005 -1.756092 1.350885 -0.38 -0.50 0.05
H -4.787966 -0.586447 2.581465 0.38 -0.01 0.72
H -4.139460 -5.156735 1.719875 0.01 -0.01 -0.27
H -2.631633 -5.910695 2.241315 0.10 -0.03 -0.35
H -2.584939 -4.424100 1.260732 0.10 0.15 0.15
H -0.497332 -3.827026 4.890109 0.14 0.18 0.23
H 0.731497 -2.672399 4.300326 -0.31 0.33 -0.30
H 0.505122 -4.256305 3.532041 0.21 0.12 -0.04
C -1.557473 1.988729 -5.296705 0.17 -1.59 0.47
O -1.248389 2.417591 -6.581796 2.12 1.17 -2.58
P 0.237742 2.226415 -7.270251 -0.15 0.13 -0.87
O 0.870740 0.887664 -7.044888 -0.84 2.05 0.17
O -0.111077 2.515994 -8.869681 0.86 1.26 4.80
C -0.469408 1.464310 -9.697417 -0.14 -0.10 -2.19
O 1.156822 3.566246 -6.839986 -1.82 -2.24 -1.08
C 1.870070 3.529638 -5.590665 -0.26 0.38 -0.16
H -2.072290 2.761207 -4.725439 0.22 -0.01 -0.05
H -0.653535 1.592848 -4.833834 -0.12 0.22 0.62
H -2.191775 1.117207 -5.458656 -0.34 0.06 0.57
H -0.517870 0.448774 -9.304457 0.34 0.27 0.35
H 0.264918 1.598902 -10.491617 0.01 -1.03 -0.30
H -1.417178 1.721222 -10.170534 -0.28 -0.15 0.24
H 1.349737 4.165135 -4.874076 -0.17 -0.08 0.07
H 2.826960 4.012207 -5.789666 0.12 -0.42 0.10
H 1.946271 2.514887 -5.200057 0.31 0.05 -0.09
C 5.860375 -1.060662 4.757257 0.01 1.57 -0.09
O 5.562864 0.028060 3.808282 -1.31 -1.26 -1.48
P 4.466311 -0.258180 2.604537 -0.76 0.41 1.17
O 3.210666 -1.017739 3.017432 3.09 1.29 -1.24
O 4.186519 1.252743 2.086648 1.20 -2.64 -0.13
C 3.406937 2.179752 2.773073 -1.18 2.09 0.04
O 5.370950 -0.862956 1.384750 -1.99 0.25 1.76
C 6.639030 -0.306241 1.097880 0.25 0.60 -1.52
H 5.311146 -1.981881 4.562798 -0.03 0.21 0.01
H 5.592408 -0.566990 5.691372 -0.05 -0.75 0.28
H 6.941450 -1.199214 4.743966 -0.12 -0.22 -0.13
H 3.052110 2.875043 2.012307 -0.04 0.06 -0.15
H 3.983080 2.828759 3.432589 0.25 -0.46 0.27
H 2.495713 1.832449 3.260044 0.34 -0.64 0.14
H 6.735592 -0.434931 0.019822 0.44 -0.71 -0.01
H 7.443850 -0.792489 1.649177 -0.15 0.21 0.01
H 6.660299 0.783526 1.104990 -0.07 0.08 1.04
C -1.809722 2.444688 2.226849 -0.08 -0.66 0.57
O -1.983853 2.727467 3.664715 0.68 0.06 -0.23
P -0.677122 2.820384 4.609918 0.80 1.93 -0.51
O 0.038063 4.154716 4.479326 -1.30 -3.00 0.63
O -1.278159 2.379458 6.058953 0.53 0.36 -1.85
C -0.352431 2.228078 7.143195 -0.22 0.55 0.82
O 0.271415 1.594416 4.183830 -0.55 1.35 -0.10
C -0.266677 0.274947 4.202261 0.91 -0.75 0.11
H -1.916772 1.362388 2.154371 0.11 0.03 -0.34
H -0.861522 2.741588 1.778677 0.27 0.08 0.61
H -2.576886 2.907363 1.605958 -0.30 0.22 0.68
H -0.918481 2.563222 8.012314 0.17 -0.07 0.08
H 0.526831 2.866746 7.058833 -0.04 0.04 -0.27
H -0.034959 1.201956 7.328657 -0.19 -0.12 -0.47
H 0.187824 -0.262445 3.369950 -0.23 0.12 -0.19
H -1.355115 0.235555 4.159330 0.09 0.00 0.19
H 0.165805 -0.194252 5.085957 -0.61 -0.21 0.21
```
Forces are in eV/Å.


# 2
Molecular formula: C15H10F16N2O7S2
Method: DFT, ωB97M-V/def2-TZVPD

- maximum force (eV Å⁻¹) = 2.266
- LUMO energy (eV) = -0.3

```
52
Properties=species:S:1:pos:R:3:forces:R:3
O 0.557642 3.961501 1.647943 1.56 0.63 0.22
C 1.661042 3.685363 1.361107 -1.56 -1.14 -0.81
N 2.671486 3.179103 0.885810 -0.09 0.34 0.39
C 2.666611 1.709098 0.947850 0.30 0.45 0.42
O 3.938977 1.314241 1.441450 -0.65 -0.85 0.09
S 3.635367 0.021041 2.471185 -0.33 0.24 0.37
O 4.820640 -0.186878 3.239814 0.23 -0.20 -0.63
O 3.512512 -1.153705 1.330612 0.46 0.47 0.06
C 2.182423 -1.381132 0.867754 -0.55 -0.42 0.11
C 1.481043 -0.278328 -0.007574 0.25 -0.71 -0.45
C 0.731029 -1.038889 -1.136589 -1.31 -0.66 1.12
C -0.350002 -1.952311 -0.414091 0.91 -0.08 -0.63
C -1.663850 -2.063596 -1.195242 0.75 -0.52 0.71
F -1.485525 -1.976391 -2.527550 0.18 0.35 -0.04
F -2.150779 -3.318209 -0.988448 -0.57 0.22 0.17
C -2.689085 -0.961939 -0.767130 -0.65 -0.40 -0.81
F -1.991823 0.146883 -0.431438 0.03 0.04 0.32
F -3.444988 -0.641664 -1.833699 -0.07 0.05 0.04
C -3.678035 -1.420034 0.371653 1.30 1.04 -0.69
F -2.911090 -2.025107 1.300275 -0.44 -0.49 0.16
F -4.541772 -2.242528 -0.200551 -0.30 -0.27 0.38
C -4.323773 -0.171938 1.058540 0.24 0.19 0.54
F -3.411678 0.302188 1.910353 0.21 -0.07 0.13
F -4.576970 0.811538 0.208364 -0.29 -0.33 -0.68
S -5.902144 -0.502317 2.047383 -1.12 0.92 1.74
F -5.194785 -0.099914 3.431518 -0.15 -0.24 -0.50
F -6.322511 1.036932 1.885065 0.13 -0.52 -0.13
F -6.693493 -0.866129 0.723384 0.53 -0.20 0.04
F -5.491084 -2.012269 2.334646 -0.07 0.17 -0.62
F -7.247892 -0.743329 2.859219 0.41 -0.06 -0.29
C 2.290101 1.003275 -0.413742 -1.55 0.83 -0.48
C 1.252188 1.902426 -1.217770 0.13 -1.19 0.16
C 1.295983 1.769428 -2.742826 -0.39 1.41 -0.57
O 1.026993 2.711691 -3.413181 0.03 -0.28 0.05
F 1.571383 0.608206 -3.371024 0.02 0.02 0.94
N 3.456039 0.841622 -1.287209 -0.13 0.17 -0.12
C 4.301829 1.956523 -1.497200 2.02 0.39 0.79
O 5.387435 2.065893 -1.034312 -0.29 -0.22 -0.34
F 3.867451 2.937310 -2.307330 -1.03 -0.87 0.28
C 4.016798 -0.422842 -1.543438 1.44 -1.12 -0.07
O 3.657810 -1.227577 -2.334225 -0.67 0.44 0.31
F 5.133803 -0.709858 -0.840396 -0.50 0.80 -0.16
H 1.925378 1.409969 1.715673 -0.02 0.00 -0.52
H 1.547887 -1.620833 1.740413 0.13 0.25 -0.29
H 2.227079 -2.316876 0.292660 0.33 0.36 0.10
H 0.663668 0.118251 0.617548 0.42 0.22 -0.19
H 0.137751 -0.410459 -1.803437 0.64 0.11 0.02
H 1.354235 -1.738845 -1.699411 0.10 0.65 -0.13
H 0.067318 -2.967736 -0.359652 -0.37 0.18 0.06
H -0.545019 -1.631812 0.615648 -0.13 -0.02 -0.29
H 0.228743 1.620033 -0.920134 0.27 0.18 -0.05
H 1.347653 2.970933 -1.018270 0.21 -0.28 -0.22
```
Forces are in eV/Å.


Number 1: Kohn-Sham gap 10.72 eV. Number 2: Kohn-Sham gap 10.76 eV.